Arrangement P

C23H26NO | wB97M-V/def2-TZVPD

Bonds (Å) are listed after each position.
Positions of all 51 atoms, in Å:
1 C 2.1325 -2.8741 0.2524  C2 1.502, H17 1.099, H18 1.096, H19 1.107
2 C 1.6780 -1.4462 0.1515  C1 1.502, N3 1.401, O16 1.232
3 N 0.3207 -1.2446 0.4365  C2 1.401, C4 1.404, H20 1.022
4 C -0.4024 -0.0504 0.2864  N3 1.404, C5 1.480, C15 1.503
5 C -1.1848 0.2866 1.4969  C4 1.480, C6 1.383, C14 1.510
6 C -1.8360 1.4986 1.6342  C5 1.383, C7 1.495, H21 1.087
7 C -2.7308 1.7882 2.7961  C6 1.495, C8 1.560, H22 1.113, H23 1.095
8 C -3.4363 0.5002 3.3212  C7 1.560, C9 1.487, H24 1.103, H25 1.104
9 C -2.4250 -0.5727 3.5179  C8 1.487, C10 1.405, C14 1.429
10 C -2.7121 -1.5881 4.4458  C9 1.405, C11 1.404, H26 1.103
11 C -1.7566 -2.5657 4.7649  C10 1.404, C12 1.405, H27 1.105
12 C -0.4815 -2.4487 4.1867  C11 1.405, C13 1.407, H28 1.103
13 C -0.2446 -1.4770 3.1975  C12 1.407, C14 1.412, H29 1.089
14 C -1.2513 -0.6185 2.7039  C5 1.510, C9 1.429, C13 1.412
15 C -0.1141 0.9117 -0.8321  C4 1.503, H30 1.141, H31 1.148, C33 1.725
16 O 2.4380 -0.5194 -0.1327  C2 1.232
17 H 1.3368 -3.5372 -0.1137  C1 1.099
18 H 3.0212 -2.9744 -0.3812  C1 1.096
19 H 2.4009 -3.1658 1.2863  C1 1.107
20 H -0.1056 -2.0718 0.8587  N3 1.022
21 H -1.6521 2.2984 0.9209  C6 1.087
22 H -2.1753 2.2495 3.6424  C7 1.113
23 H -3.4948 2.4921 2.4491  C7 1.095
24 H -3.9707 0.7353 4.2573  C8 1.103
25 H -4.2021 0.1828 2.5914  C8 1.104
26 H -3.7030 -1.6756 4.9226  C10 1.103
27 H -1.9738 -3.3703 5.4903  C11 1.105
28 H 0.3115 -3.1725 4.4385  C12 1.103
29 H 0.7642 -1.4322 2.7901  C13 1.089
30 H -0.9771 1.6582 -0.8327  C15 1.141
31 H 0.9379 1.3304 -0.6451  C15 1.148
32 C 0.0859 3.0359 -2.4077  C33 1.588, H41 1.096, H42 1.108, H43 1.116
33 C 0.0591 1.4493 -2.4616  C15 1.725, C32 1.588, C34 1.536, C35 1.545
34 C -1.2000 0.9274 -3.1695  C33 1.536, H44 1.119, H45 1.097, H46 1.120
35 C 1.3804 0.9454 -3.0833  C33 1.545, C36 1.412, C40 1.408
36 C 1.3941 -0.1839 -3.9302  C35 1.412, C37 1.413, H47 1.104
37 C 2.6132 -0.8506 -4.1860  C36 1.413, C38 1.406, H48 1.098
38 C 3.8253 -0.2957 -3.7403  C37 1.406, C39 1.403, H49 1.096
39 C 3.8159 0.9258 -3.0506  C38 1.403, C40 1.405, H50 1.094
40 C 2.6016 1.5907 -2.8109  C35 1.408, C39 1.405, H51 1.093
41 H 0.7438 3.3267 -1.5808  C32 1.096
42 H 0.4554 3.4590 -3.3627  C32 1.108
43 H -0.9243 3.4280 -2.1416  C32 1.116
44 H -1.2792 -0.1540 -2.8919  C34 1.119
45 H -2.0761 1.4292 -2.7415  C34 1.097
46 H -1.2049 1.1047 -4.2756  C34 1.120
47 H 0.4498 -0.6256 -4.2932  C36 1.104
48 H 2.5827 -1.7697 -4.7861  C37 1.098
49 H 4.7659 -0.8249 -3.9323  C38 1.096
50 H 4.7569 1.4047 -2.7657  C39 1.094
51 H 2.6429 2.5510 -2.2905  C40 1.093

**Orbital gap**: 6.22 eV
**Total charge**: +1
**SMILES**: CC(=O)/[NH+]=C(\CC(C)(C)c1ccccc1)C1=CCCc2ccccc21
**HOMO energy**: -11.5 eV

=====

Arrangement Q

C23H26NO | wB97M-V/def2-TZVPD

Bonds (Å) are listed after each position.
Positions of all 51 atoms, in Å:
1 C 4.6915 0.6626 2.8776  C2 1.520, H49 1.086, H50 1.087, H51 1.088
2 C 4.4297 -0.4304 1.8544  C1 1.520, N3 1.486, H47 1.092, H48 1.092
3 N 3.0246 -0.4474 1.3695  C2 1.486, H4 1.029, C5 1.494, C19 1.496
4 H 2.7832 0.5031 1.0570  N3 1.029
5 C 2.8448 -1.3223 0.1713  N3 1.494, C6 1.508, H17 1.090, H18 1.094
6 C 1.7813 -0.7721 -0.7456  C5 1.508, C7 1.387, C11 1.392
7 C 0.7024 -1.5484 -1.1429  C6 1.387, C8 1.384, H16 1.079
8 C -0.2739 -1.0122 -1.9638  C7 1.384, C9 1.384, H15 1.078
9 C -0.1782 0.2988 -2.3966  C8 1.384, C10 1.384, H14 1.078
10 C 0.9088 1.0709 -2.0239  C9 1.384, C11 1.383, H13 1.079
11 C 1.8879 0.5363 -1.2071  C6 1.392, C10 1.383, H12 1.084
12 H 2.7478 1.1437 -0.9503  C11 1.084
13 H 0.9979 2.0870 -2.3751  C10 1.079
14 H -0.9454 0.7167 -3.0281  C9 1.078
15 H -1.1133 -1.6185 -2.2641  C8 1.078
16 H 0.6235 -2.5711 -0.8084  C7 1.079
17 H 2.5885 -2.3291 0.5025  C5 1.090
18 H 3.7969 -1.3675 -0.3646  C5 1.094
19 C 2.0564 -0.7902 2.4567  N3 1.496, C20 1.502, H45 1.092, H46 1.092
20 C 0.6338 -0.7766 1.9741  C19 1.502, C21 1.392, C25 1.390
21 C -0.1149 -1.9493 1.9418  C20 1.392, C22 1.375, H44 1.080
22 C -1.4212 -1.9348 1.5126  C21 1.375, C23 1.400, H43 1.078
23 C -2.0209 -0.7433 1.0873  C22 1.400, C24 1.395, O28 1.341
24 C -1.2662 0.4304 1.1023  C23 1.395, C25 1.381, H27 1.077
25 C 0.0372 0.4071 1.5570  C20 1.390, C24 1.381, H26 1.082
26 H 0.5904 1.3363 1.5872  C25 1.082
27 H -1.6864 1.3619 0.7624  C24 1.077
28 O -3.3055 -0.8427 0.7157  C23 1.341, C29 1.422
29 C -4.0451 0.3238 0.3792  O28 1.422, C30 1.509, H41 1.095, H42 1.096
30 C -3.7596 0.8289 -1.0133  C29 1.509, C31 1.390, C35 1.388
31 C -3.7851 -0.0629 -2.0787  C30 1.390, C32 1.383, H40 1.080
32 C -3.5733 0.3846 -3.3700  C31 1.383, C33 1.386, H39 1.080
33 C -3.3349 1.7293 -3.6078  C32 1.386, C34 1.385, H38 1.080
34 C -3.3026 2.6211 -2.5493  C33 1.385, C35 1.385, H37 1.080
35 C -3.5115 2.1725 -1.2560  C30 1.388, C34 1.385, H36 1.081
36 H -3.5031 2.8767 -0.4356  C35 1.081
37 H -3.1220 3.6699 -2.7305  C34 1.080
38 H -3.1810 2.0815 -4.6167  C33 1.080
39 H -3.6047 -0.3128 -4.1938  C32 1.080
40 H -3.9845 -1.1068 -1.8860  C31 1.080
41 H -5.0893 -0.0015 0.4387  C29 1.095
42 H -3.8864 1.1095 1.1267  C29 1.096
43 H -2.0131 -2.8353 1.5020  C22 1.078
44 H 0.3232 -2.8789 2.2744  C21 1.080
45 H 2.1835 -0.0581 3.2565  C19 1.092
46 H 2.3187 -1.7788 2.8388  C19 1.092
47 H 5.0773 -0.2672 0.9899  C2 1.092
48 H 4.6558 -1.4130 2.2735  C2 1.092
49 H 4.2121 0.4636 3.8314  C1 1.086
50 H 5.7612 0.7224 3.0587  C1 1.087
51 H 4.3636 1.6325 2.5091  C1 1.088

**Orbital gap**: 9.05 eV
**Total charge**: +1
**SMILES**: CC[N@@H+](Cc1ccccc1)Cc1ccc(OCc2ccccc2)cc1
**HOMO energy**: -11.3 eV

=====

Least stable structure among those shown: arrangement P.